1.
C17H36F3NO4S | ωB97M-V/def2-TZVPD

**HOMO**: -10.353 eV
**Kohn-Sham gap**: 10.8 eV
**Energy**: -46881.0288 eV

Geometry as ORCA input:
```
! wB97M-V def2-TZVPD RIJCOSX def2/J DEFGRID3
* xyz 0 1
O 0.8735 0.0923 0.2307
C -1.0818 1.7972 -2.6191
H -0.3251 1.0067 -2.6401
H -3.4362 -4.5334 -0.0156
N 5.0637 -0.0063 1.5883
H 4.3007 2.3693 4.1930
C -0.8286 2.7465 -3.7917
C -3.2511 3.5023 -4.0801
H -1.0764 -1.6493 -0.8561
H -3.3851 -6.1201 -1.9372
C 4.2880 -0.8000 2.5371
H -1.4946 4.5582 -4.7220
C -2.8975 -2.7537 -1.1175
C 2.8256 1.4504 2.9524
O 1.9267 -0.6172 2.2968
H 1.0815 2.3466 -0.9410
C -1.6882 -2.4441 1.7409
H -1.3627 -2.8227 2.7112
F 2.5258 -1.8467 4.5690
H -3.4497 -2.0819 -0.4546
O 2.2215 1.6089 1.6567
H -1.7163 4.5460 -2.9892
C -3.5160 -4.1486 -1.0361
F 1.7563 0.0723 5.1119
H -4.5860 -4.0664 -1.2452
H -1.8339 -5.3015 -1.8033
H 4.8930 -1.1870 3.3640
C 2.7771 -0.5552 4.5333
H -1.2945 -4.2823 0.6839
C -2.8947 -5.1480 -2.0070
H -1.2944 1.6933 -0.4953
S 1.0793 0.5189 1.5702
H -2.9902 -4.7988 -3.0374
H -3.0418 -2.3610 -2.1293
C -1.4065 -2.6902 -0.7821
H -3.3629 2.9036 -4.9868
C 0.2847 3.0889 -0.8944
H -3.6144 2.9084 -3.2403
H -3.9029 4.3722 -4.1720
H -2.7769 -2.5105 1.7121
H -2.0435 1.2946 -2.7561
H 0.0502 -3.1650 0.7092
H 0.5426 3.8998 -1.5785
H -1.8494 3.2087 -1.1675
H -0.8373 -3.2388 -1.5381
C -1.7979 3.9238 -3.8847
H 5.5247 -0.6168 0.9255
C 3.0312 -0.0856 3.0919
H 4.7937 2.2681 2.4750
C 3.9632 2.4252 3.1551
H 5.7954 0.5036 2.0679
H -0.8808 2.1711 -4.7218
H 3.5770 3.4330 2.9775
C -1.0366 -3.2221 0.6017
H 3.8957 -1.6722 2.0093
H 0.1932 3.1322 -3.7358
C -1.0592 2.4557 -1.2414
O -0.0257 0.9263 2.3703
F 3.8607 -0.3284 5.2944
H -1.4149 -1.3885 1.6806
H 0.2647 3.5080 0.1139
H 2.0640 1.7101 3.6935
*
```

2.
C8H14Cl4O3 | ωB97M-V/def2-TZVPD

**HOMO**: -9.765 eV
**Kohn-Sham gap**: 10.1 eV
**Energy**: -64748.0076 eV

Geometry as ORCA input:
```
! wB97M-V def2-TZVPD RIJCOSX def2/J DEFGRID3
* xyz 0 1
H 1.5350 -2.3524 -1.1233
Cl -0.5996 -2.9168 -0.0009
C 0.5858 -2.7865 -1.4374
H 2.2741 3.4649 0.5007
H 0.9760 -3.7788 -1.6638
H 0.2624 1.7878 0.5731
C -1.3531 1.1715 0.3302
O -0.6609 0.4115 -0.5690
O -2.0679 2.0644 0.0757
H 1.2699 0.0558 -0.0534
C 0.2918 -0.4099 0.0680
H 0.5883 -2.3883 -3.4838
C -0.9355 -1.7417 1.9301
C -0.1038 -2.3892 -2.6416
Cl -0.5337 -0.6638 -2.4316
H -1.6541 -1.7177 2.7494
H -1.0201 -2.9777 -2.6879
H 0.4622 -1.3979 -0.3596
Cl 0.5299 2.6295 -1.6331
H -1.5123 -2.2359 1.1483
C 0.1903 2.7763 0.1196
C -0.2630 -0.4011 1.4487
Cl 0.9693 5.4702 0.2908
H 0.4920 -0.0725 2.1629
H -0.8352 3.0868 0.3196
O -1.1834 0.6056 1.5745
C 1.2436 3.7010 0.7660
H -0.2072 -2.5106 2.1879
H 1.2591 3.5156 1.8400
*
```